Formula: C2H4O2
Source: the OMol25 dataset
Level of theory: ωB97M-V with the def2-TZVPD basis set

Last column: Löwdin charge in e.
Atoms and positions in Å:
1 O -2.6260 -0.0309 -0.9031  -0.0384
2 C -3.4000 -0.8990 -0.5605  -0.1060
3 H -3.3190 -1.9416 -0.9501  0.0875
4 H -4.2276 -0.6937 0.1594  0.0875
5 O -0.0359 2.8743 -2.0497  -0.0250
6 C -0.8098 2.0062 -1.7070  -0.1541
7 H -1.6423 2.2134 -0.9933  0.0743
8 H -0.7239 0.9616 -2.0903  0.0743

Cartesian forces, eV/Å:
-0.87 -0.98 0.39
0.44 0.49 -0.19
-0.03 0.39 0.14
0.31 -0.07 -0.27
-0.64 -0.72 0.28
0.52 0.59 -0.23
0.35 -0.14 -0.31
-0.08 0.44 0.19

## Properties
2S+1: 1
Energy above the lowest of the compared OMol25 structures with the same formula, charge and spin, kcal per mole: 54.9
SMILES string: C=O.C=O
Orbital gap, eV: 10.0